(1)
58
Properties=species:S:1:pos:R:3:nbo_charge:R:1 method="wB97M-V/def2-TZVPD" de_lowest_kcal_mol=9.6 fmax_ev_per_a=0.64 e_tot_ha=-1664.05888
C -5.91 -1.44 -4.15 -0.622
C -5.01 -0.25 -4.45 -0.067
O -4.11 -0.08 -3.36 -0.518
C -3.35 1.03 -3.38 0.773
O -3.39 1.85 -4.27 -0.610
C -2.50 1.06 -2.20 -0.394
S -2.64 -0.26 -1.06 0.558
C -1.45 0.47 -0.07 0.077
N -1.05 -0.10 1.10 -0.627
C -1.53 -1.32 1.50 0.710
O -2.37 -1.90 0.86 -0.592
C -0.95 -1.83 2.80 -0.508
C 0.55 -1.54 2.96 -0.219
N 1.26 -1.73 1.70 -0.469
C 2.41 -0.88 1.52 -0.223
C 3.56 -1.09 2.52 -0.428
C 4.58 -2.16 2.13 -0.396
C 3.99 -3.40 1.45 -0.403
C 2.63 -3.85 1.99 -0.430
C 1.46 -3.11 1.32 -0.208
C -0.96 1.67 -0.58 -0.258
C 0.06 2.40 0.15 0.791
O 0.54 2.02 1.21 -0.666
O 0.45 3.53 -0.43 -0.502
C 1.45 4.29 0.25 -0.069
C 1.61 5.62 -0.47 -0.623
C -1.58 2.01 -1.82 0.087
C -1.26 3.23 -2.61 -0.653
H -6.59 -1.60 -4.97 0.215
H -6.47 -1.25 -3.24 0.214
H -5.30 -2.33 -4.00 0.214
H -5.59 0.67 -4.59 0.191
H -4.43 -0.42 -5.37 0.184
H -0.31 0.40 1.58 0.457
H -1.15 -2.90 2.84 0.233
H -1.50 -1.37 3.62 0.238
H 0.93 -2.18 3.77 0.186
H 0.69 -0.50 3.27 0.202
H 2.77 -1.03 0.50 0.195
H 2.07 0.16 1.59 0.216
H 3.13 -1.33 3.49 0.195
H 4.10 -0.14 2.65 0.212
H 5.32 -1.73 1.46 0.201
H 5.11 -2.47 3.03 0.200
H 3.88 -3.22 0.38 0.193
H 4.70 -4.22 1.56 0.211
H 2.50 -4.91 1.78 0.213
H 2.59 -3.72 3.07 0.195
H 1.61 -3.12 0.24 0.194
H 0.53 -3.65 1.52 0.198
H 2.39 3.73 0.25 0.185
H 1.14 4.44 1.29 0.193
H 2.37 6.21 0.02 0.218
H 1.90 5.45 -1.50 0.214
H 0.67 6.17 -0.46 0.214
H -1.46 4.12 -2.01 0.226
H -0.21 3.24 -2.87 0.226
H -1.87 3.25 -3.51 0.256

(2)
57
Properties=species:S:1:pos:R:3:nbo_charge:R:1 method="wB97M-V/def2-TZVPD" de_lowest_kcal_mol=3.3 fmax_ev_per_a=0.70 e_tot_ha=-1224.94036
C -6.88 -0.91 -2.63 -0.597
C -6.70 -0.17 -1.31 -0.410
C -5.59 0.88 -1.40 -0.395
C -5.48 1.76 -0.16 -0.404
C -5.03 1.01 1.10 -0.228
N -3.73 0.37 0.92 -0.469
C -3.70 -1.00 0.79 0.800
O -4.69 -1.70 0.86 -0.622
N -2.47 -1.56 0.57 -0.611
C -1.29 -0.86 0.50 0.282
C -0.07 -1.49 0.28 -0.236
C 1.10 -0.74 0.22 -0.081
C 2.37 -1.49 -0.05 0.656
O 2.38 -2.52 -0.70 -0.619
N 3.47 -0.96 0.52 -0.608
C 4.79 -1.53 0.31 -0.257
C 5.56 -0.84 -0.84 -0.216
N 5.95 0.54 -0.66 -0.460
C 6.84 0.80 0.46 -0.211
C 8.16 0.05 0.35 -0.618
C 4.88 1.51 -0.76 -0.209
C 5.33 2.76 -1.52 -0.608
C 1.05 0.64 0.37 -0.247
C -0.16 1.27 0.59 -0.118
C -1.33 0.53 0.67 -0.220
C -2.62 1.20 0.91 0.679
O -2.73 2.40 1.09 -0.589
H -5.96 -1.41 -2.92 0.200
H -7.14 -0.21 -3.43 0.197
H -7.66 -1.65 -2.55 0.208
H -6.45 -0.90 -0.53 0.222
H -7.63 0.32 -1.03 0.189
H -4.64 0.38 -1.60 0.189
H -5.80 1.53 -2.26 0.204
H -6.44 2.22 0.06 0.207
H -4.76 2.56 -0.35 0.222
H -4.94 1.72 1.92 0.224
H -5.74 0.23 1.36 0.238
H -2.45 -2.56 0.47 0.424
H -0.02 -2.55 0.13 0.237
H 3.40 -0.12 1.06 0.399
H 4.64 -2.57 0.04 0.238
H 5.35 -1.47 1.24 0.196
H 4.95 -0.90 -1.74 0.207
H 6.47 -1.42 -1.02 0.203
H 7.05 1.87 0.45 0.198
H 6.36 0.58 1.43 0.152
H 8.57 0.18 -0.64 0.216
H 8.86 0.44 1.08 0.215
H 8.03 -1.01 0.55 0.200
H 4.05 1.06 -1.32 0.199
H 4.50 1.81 0.23 0.152
H 4.50 3.44 -1.66 0.207
H 5.72 2.47 -2.49 0.214
H 6.12 3.28 -0.98 0.200
H 1.95 1.24 0.28 0.215
H -0.22 2.34 0.71 0.242

(3)
58
Properties=species:S:1:pos:R:3:nbo_charge:R:1 method="wB97M-V/def2-TZVPD" de_lowest_kcal_mol=81.9 fmax_ev_per_a=2.27 e_tot_ha=-1300.03773
C -2.55 7.42 1.08 -0.252
O -2.40 6.01 1.16 -0.522
C -2.41 5.27 -0.01 0.331
C -2.57 5.81 -1.29 -0.274
C -2.55 4.97 -2.41 -0.249
C -2.37 3.60 -2.26 0.199
N -2.36 2.83 -3.43 -0.820
C -2.22 3.03 -0.98 -0.185
C -2.01 1.54 -0.78 0.678
O -1.43 0.85 -1.62 -0.660
N -2.49 1.03 0.36 -0.604
C -2.38 -0.37 0.76 -0.227
C -1.23 -0.58 1.77 -0.417
C -0.94 -2.06 2.10 0.256
O -2.10 -2.68 2.61 -0.711
C -0.24 -2.81 0.94 -0.229
N 1.01 -2.65 1.72 -0.460
C 2.30 -2.91 1.44 0.700
O 3.03 -3.39 2.31 -0.611
C 2.79 -2.77 -0.07 0.060
N 2.28 -3.93 -0.86 -0.454
C 2.79 -5.23 -0.41 -0.414
C 2.41 -3.81 -2.31 -0.410
C 2.51 -1.32 -0.56 -0.401
C 3.91 -0.91 -0.05 -0.405
C 4.29 -2.40 -0.14 -0.432
C 0.33 -2.23 2.97 -0.218
C -2.23 3.89 0.13 -0.247
H -2.51 7.84 2.09 0.200
H -1.74 7.88 0.51 0.175
H -3.51 7.70 0.64 0.174
H -2.71 6.86 -1.44 0.218
H -2.67 5.40 -3.39 0.211
H -2.01 1.89 -3.28 0.420
H -2.17 3.30 -4.30 0.383
H -3.08 1.64 0.91 0.402
H -3.32 -0.72 1.20 0.214
H -2.24 -1.02 -0.10 0.225
H -0.33 -0.11 1.38 0.221
H -1.47 -0.05 2.69 0.212
H -1.87 -3.59 2.83 0.471
H -0.49 -3.85 0.77 0.202
H -0.24 -2.26 0.00 0.210
H 2.35 -6.05 -0.99 0.199
H 3.87 -5.30 -0.52 0.171
H 2.55 -5.43 0.63 0.212
H 2.00 -4.69 -2.81 0.204
H 1.85 -2.96 -2.69 0.202
H 3.45 -3.70 -2.63 0.165
H 2.45 -1.21 -1.64 0.215
H 1.66 -0.79 -0.12 0.206
H 4.47 -0.24 -0.69 0.206
H 3.91 -0.52 0.97 0.207
H 4.93 -2.80 0.65 0.229
H 4.76 -2.65 -1.10 0.206
H 0.70 -1.29 3.38 0.202
H 0.34 -3.01 3.73 0.201
H -2.09 3.52 1.13 0.218

(4)
61
Properties=species:S:1:pos:R:3:nbo_charge:R:1 method="wB97M-V/def2-TZVPD" de_lowest_kcal_mol=5.9 fmax_ev_per_a=1.16 e_tot_ha=-1848.76722
C -2.87 -2.33 -2.06 -0.634
C -3.99 -2.47 -1.03 -0.209
N -3.96 -1.42 -0.03 -0.713
C -3.71 -1.71 1.36 -0.218
C -2.23 -1.60 1.71 -0.625
S -4.75 0.00 -0.35 2.342
O -5.09 0.03 -1.74 -0.939
O -5.78 0.25 0.62 -0.945
C -3.46 1.23 -0.06 -0.330
C -3.72 2.32 0.75 -0.174
C -2.73 3.27 0.93 -0.243
C -1.49 3.12 0.32 0.277
C -1.23 1.99 -0.48 0.150
C -2.23 1.05 -0.66 -0.237
N 0.06 1.81 -1.00 -0.442
C 0.46 0.53 -1.54 -0.325
C 0.53 -0.58 -0.48 0.684
O 0.16 -1.71 -0.71 -0.640
N 1.01 -0.16 0.70 -0.607
C 1.47 -1.10 1.71 -0.236
C 2.96 -0.85 1.99 -0.223
N 3.65 -0.53 0.76 -0.456
C 3.89 -1.68 -0.09 -0.261
C 4.45 -1.19 -1.43 -0.068
O 5.63 -0.45 -1.26 -0.521
C 5.39 0.66 -0.42 -0.079
C 4.88 0.20 0.95 -0.244
C 1.00 2.80 -0.91 0.656
O 2.16 2.63 -1.21 -0.599
C 0.46 4.15 -0.46 -0.157
O -0.54 4.06 0.54 -0.472
H -3.04 -1.43 -2.64 0.211
H -1.90 -2.28 -1.58 0.235
H -2.89 -3.18 -2.73 0.212
H -4.95 -2.44 -1.54 0.214
H -3.90 -3.43 -0.51 0.201
H -4.08 -2.72 1.59 0.195
H -4.30 -1.00 1.94 0.223
H -1.64 -2.23 1.06 0.222
H -1.89 -0.58 1.61 0.208
H -2.08 -1.92 2.74 0.208
H -4.69 2.41 1.21 0.249
H -2.89 4.14 1.55 0.235
H -2.08 0.16 -1.25 0.248
H -0.21 0.23 -2.35 0.230
H 1.47 0.66 -1.95 0.271
H 1.47 0.74 0.74 0.404
H 0.88 -0.97 2.62 0.204
H 1.29 -2.10 1.32 0.228
H 3.05 0.01 2.66 0.195
H 3.38 -1.73 2.51 0.183
H 2.95 -2.21 -0.27 0.214
H 4.61 -2.38 0.37 0.171
H 4.71 -2.04 -2.07 0.196
H 3.69 -0.58 -1.93 0.160
H 6.34 1.18 -0.32 0.193
H 4.65 1.32 -0.87 0.183
H 4.69 1.08 1.58 0.201
H 5.65 -0.42 1.44 0.168
H 0.06 4.66 -1.35 0.199
H 1.27 4.74 -0.04 0.228